Here is 2 unconnected molecules or ions with the total composition C28H42IN4O4 from the Open Molecules 2025 dataset. Energies are from ωB97M-V/def2-TZVPD.

```
79
Properties=species:S:1:pos:R:3:forces:R:3:mulliken_charge:R:1
C -4.8394 -0.4336 3.2855 0.463 0.348 0.137 -1.503
C -3.9732 -1.4418 2.5338 -1.332 -0.126 -0.251 0.445
C -4.4591 -1.5961 1.0870 1.079 -0.225 -0.236 -1.029
C -3.5035 -2.5596 0.3243 -0.159 0.982 0.240 -0.721
C -2.4263 -1.7286 -0.4056 0.033 -0.705 0.490 -0.361
C -1.1263 -2.5279 -0.5884 0.034 0.142 -0.369 -1.310
C -0.1280 -2.3953 0.5763 -0.730 0.286 -0.710 -0.198
C 0.4715 -0.9868 0.7410 0.271 -1.130 -0.285 -0.942
C 1.0882 -0.5029 -0.5645 -0.203 0.324 0.073 -0.267
C 1.7975 0.8751 -0.4119 -0.165 0.009 -0.285 -0.764
C 3.1150 0.9459 -1.1221 -0.371 -0.099 -0.964 0.483
C 3.1371 0.9004 -2.5387 -0.440 -0.567 1.095 -0.266
C 1.9009 0.7778 -3.3623 0.112 0.380 -0.702 -1.317
C 1.2645 2.1709 -3.5540 0.552 -0.509 -0.451 -1.042
N -0.0809 2.0771 -4.1115 -0.487 1.236 0.785 0.189
C -0.2817 2.9953 -5.2471 0.372 0.267 -0.539 -0.911
C -0.1078 4.4955 -4.8948 0.510 -0.545 0.008 -0.986
C -1.0449 2.1734 -3.1114 -0.753 -0.419 0.939 0.793
C -2.4836 2.5028 -3.4987 1.118 -0.253 -0.176 -1.478
O -0.7797 1.9537 -1.9308 0.250 0.013 -0.812 -0.595
C 4.3617 0.9811 -3.1146 0.736 0.316 -1.189 1.197
O 4.4464 0.9624 -4.4578 -0.339 0.127 -0.152 -0.549
C 5.5424 1.0591 -2.3395 0.235 0.084 -0.565 -0.099
I 7.3943 1.1532 -3.3126 -0.278 -0.003 0.372 0.204
N 5.4890 1.0927 -1.0528 0.399 0.131 0.082 -1.400
N 4.2886 1.0534 -0.5100 -0.550 -0.492 1.878 1.118
C 4.3060 1.1456 0.9737 0.102 1.333 0.075 -0.722
C 3.8710 2.5713 1.3633 -0.056 -0.369 0.124 0.139
N 4.3372 3.2292 2.3294 -0.042 -0.262 -0.213 -0.661
H -5.8576 -0.7865 3.4443 0.003 -0.113 -0.120 0.346
H -4.8907 0.4985 2.7175 -0.074 0.022 0.040 0.347
H -4.4243 -0.1834 4.2639 -0.015 -0.064 0.020 0.391
H -4.0976 -2.4215 3.0021 0.363 -0.019 0.163 0.181
H -2.9199 -1.1546 2.5270 0.059 -0.033 0.127 -0.061
H -5.5017 -1.9028 1.0240 -0.037 -0.021 0.172 0.493
H -4.3505 -0.6169 0.6112 -0.411 0.036 -0.081 0.366
H -2.9880 -3.1753 1.0659 -0.144 -0.298 -0.080 0.353
H -4.0528 -3.1971 -0.3666 0.140 -0.130 -0.036 0.395
H -2.2282 -0.8630 0.2325 0.047 0.177 -0.214 0.223
H -2.8323 -1.3722 -1.3518 0.080 0.105 -0.045 0.400
H -1.3747 -3.5860 -0.7003 -0.034 -0.028 -0.003 0.540
H -0.6481 -2.2536 -1.5337 0.051 -0.012 0.017 0.403
H -0.6729 -2.6327 1.4853 0.263 -0.222 0.187 -0.384
H 0.6548 -3.1344 0.4010 0.136 0.006 0.318 0.486
H 1.2492 -1.0851 1.5008 -0.144 0.323 0.250 0.444
H -0.3285 -0.3260 1.0742 0.264 0.321 0.087 0.287
H 1.7525 -1.2509 -1.0071 0.095 -0.092 0.248 0.550
H 0.2742 -0.3754 -1.2728 0.001 0.096 -0.090 -0.004
H 1.8273 1.1833 0.6270 0.189 -0.126 0.061 0.851
H 1.1465 1.5923 -0.9189 0.005 0.090 0.093 0.161
H 1.2039 0.0360 -2.9963 -0.105 0.155 0.352 0.271
H 2.2114 0.4383 -4.3495 -0.111 -0.106 0.017 0.478
H 1.8848 2.6957 -4.2814 0.016 0.056 -0.006 0.648
H 1.3115 2.7508 -2.6314 -0.295 -0.015 0.021 0.588
H 0.4786 2.7355 -5.9831 -0.054 -0.142 -0.046 0.511
H -1.2274 2.8237 -5.7503 -0.149 -0.247 0.261 0.458
H -0.9123 5.1191 -5.2722 -0.062 0.008 0.066 0.353
H 0.8311 4.8389 -5.3279 -0.083 0.243 -0.056 0.347
H 0.0077 4.6236 -3.8178 -0.294 0.123 0.046 0.301
H -3.0773 2.5018 -2.5944 -0.079 -0.021 0.011 0.348
H -2.5010 3.4791 -3.9793 -0.294 -0.026 -0.064 0.371
H -2.8048 1.7255 -4.1921 -0.300 0.173 -0.093 0.363
H 4.9433 1.7224 -4.7914 0.336 -0.214 -0.020 0.347
H 5.3290 1.0568 1.3203 0.107 -0.469 -0.247 0.456
H 3.6611 0.3957 1.4197 0.013 -0.141 -0.105 0.366
H 3.0843 3.0077 0.7437 0.060 0.140 0.056 0.385
H 5.0552 2.6876 2.8178 0.025 0.171 0.103 0.257
C -2.2209 -3.5816 5.6828 -0.019 0.002 -0.083 -0.405
C -1.5521 -3.3070 4.5666 -0.019 -0.030 0.017 -0.150
C -0.1807 -2.7480 4.6089 0.060 0.001 0.019 0.410
O 0.4283 -2.4950 3.5873 0.031 0.039 0.175 -0.472
C 0.4215 -2.5086 5.9424 -0.002 0.008 0.044 -0.438
C -0.2450 -2.7825 7.0606 0.072 0.032 -0.037 -0.451
C -1.6204 -3.3417 7.0196 -0.034 -0.014 0.050 0.260
O -2.2273 -3.5929 8.0354 0.001 0.006 0.001 -0.531
H -3.2239 -3.9893 5.6729 0.003 -0.001 0.042 0.440
H -1.9728 -3.4762 3.5842 0.018 0.002 -0.026 0.445
H 1.4245 -2.1014 5.9509 0.002 -0.004 -0.032 0.419
H 0.1764 -2.6141 8.0433 -0.038 -0.019 0.019 0.409
```
Positions in Å, forces in eV/Å.

## Properties
charge: +1
orbital gap: 8.1 eV
F_max: 2.017 eV/A